2 unconnected molecules or ions with the total composition C6H9NO. Source: the Open Molecules 2025 dataset; level of theory: the ωB97M-V functional and the def2-TZVPD basis.

Summary:
SMILES string: CC(=O)CC#N.C=C
Highest occupied orbital energy, eV: -10.3
Gap between HOMO and LUMO, eV: 10.87

```
17
C6H9NO the ωB97M-V functional and the def2-TZVPD basis
C 0.444 -0.851 -0.471
C 1.019 0.388 0.002
C 2.576 0.462 -0.074
C 3.282 -0.850 -0.160
C -3.147 0.321 -0.726
C -2.442 0.640 0.349
N -0.031 -1.816 -0.945
O 3.104 1.574 -0.113
H 0.830 0.606 1.144
H 2.757 -1.399 0.625
H 3.241 -1.245 -1.127
H 4.378 -0.890 -0.093
H -3.037 -0.553 -1.204
H 0.523 1.060 -0.550
H -3.626 1.051 -1.235
H -2.516 1.479 0.888
H -1.848 -0.131 0.796
```

---

A molecular structure, C6H9NO. Source: the Open Molecules 2025 dataset; level of theory: the ωB97M-V functional and the def2-TZVPD basis.

Summary:
Highest occupied orbital energy, eV: -9.0
Gap between HOMO and LUMO, eV: 9.97

```
17
C6H9NO the ωB97M-V functional and the def2-TZVPD basis
C 1.836 -1.038 -0.022
C 0.776 -0.318 0.169
C 0.836 1.144 0.696
C -0.349 1.246 -0.419
C -1.496 0.349 0.333
C -0.647 -0.740 0.718
H 2.792 -0.369 -0.166
H 1.953 -1.467 -1.087
H 2.073 -1.705 0.895
H 0.622 1.142 1.922
H 1.726 2.095 0.653
H -0.560 2.328 -0.595
H -2.254 0.840 0.863
H -2.295 -1.706 -0.296
H -0.807 -1.126 1.643
N -1.635 -0.935 -0.400
O 0.307 0.331 -1.236
```

---

C6H9NO in the gas phase. Source: the Open Molecules 2025 dataset; level of theory: the ωB97M-V functional and the def2-TZVPD basis.

Summary:
SMILES string: [H]/N=C(\C=C)[C@@H]1O[C@@H]1C
Highest occupied orbital energy, eV: -8.6
Gap between HOMO and LUMO, eV: 9.35

```
17
C6H9NO the ωB97M-V functional and the def2-TZVPD basis
C -1.492 0.179 0.204
C -0.709 0.801 -1.264
C 0.675 0.793 -1.808
C -0.557 0.080 1.311
C 0.751 -0.597 1.157
C 0.950 -1.739 0.509
O -1.328 -0.395 -1.049
N -0.950 0.582 2.427
H -2.518 0.420 0.459
H -1.318 1.683 -1.430
H -0.277 0.428 3.178
H 1.549 -0.168 1.758
H 1.393 1.251 -1.127
H 1.013 -0.234 -1.974
H 0.725 1.322 -2.762
H 0.177 -2.182 -0.103
H 1.917 -2.223 0.514
```

---

2 unconnected molecules or ions with the total composition C6H9NO2. Source: the Open Molecules 2025 dataset; level of theory: the ωB97M-V functional and the def2-TZVPD basis.

Summary:
SMILES string: CC(=O)C=O.C=CN=C
Highest occupied orbital energy, eV: -9.2
Gap between HOMO and LUMO, eV: 8.43

```
18
C6H9NO2 the ωB97M-V functional and the def2-TZVPD basis
C -1.617 -0.445 0.355
C -0.270 -0.063 0.936
C 0.413 -1.250 1.642
O -0.116 1.066 1.486
O 0.776 -2.252 1.095
H 0.484 -1.113 2.735
H -1.844 0.241 -0.462
H -1.613 -1.464 -0.027
H -2.386 -0.341 1.121
C 0.972 0.132 -0.789
C 0.158 2.357 -0.760
C 0.970 -1.049 -1.439
N 0.221 1.316 -1.441
H 1.901 0.469 -0.326
H -0.419 3.202 -1.115
H 0.457 2.288 0.366
H 0.090 -1.389 -1.962
H 1.823 -1.708 -1.416
```

---

C6H9NO2 in the gas phase. Source: the Open Molecules 2025 dataset; level of theory: the ωB97M-V functional and the def2-TZVPD basis.

Summary:
SMILES string: C=NC(=O)[C@]1(C)O[C@@H]1C
Highest occupied orbital energy, eV: -9.6
Gap between HOMO and LUMO, eV: 10.17

```
18
C6H9NO2 the ωB97M-V functional and the def2-TZVPD basis
C -2.647 -1.055 -0.278
C -0.968 -0.190 1.256
C 0.880 0.172 -0.445
C -0.091 0.867 0.382
C 0.963 -1.328 -0.442
C 0.111 2.238 0.974
N -2.159 -0.389 0.679
O -0.507 -0.529 2.318
O -0.303 0.694 -1.023
H -3.599 -0.772 -0.722
H -2.039 -1.786 -0.720
H 1.849 0.726 -0.642
H 1.719 -1.647 -1.131
H 0.011 -1.600 -0.818
H 1.186 -1.449 0.660
H 0.925 2.903 0.482
H 0.318 2.108 2.148
H -0.732 2.793 0.968
```

---

C6H9NO2S2 in the gas phase. Source: the Open Molecules 2025 dataset; level of theory: the ωB97M-V functional and the def2-TZVPD basis.

Summary:
Highest occupied orbital energy (spin up / spin down), eV: -7.5 / -7.5
Gap between HOMO and LUMO (spin up / spin down), eV: 7.22 / 7.51

```
20
C6H9NO2S2 the ωB97M-V functional and the def2-TZVPD basis
C 0.891 -0.506 0.605
C 0.228 0.539 -1.663
C -0.106 0.646 0.793
C 1.682 0.301 -1.544
C -1.945 -1.107 1.442
C -1.251 0.280 1.695
N -0.537 0.969 -0.576
O 1.225 -1.399 1.284
O -0.324 0.445 -2.750
S 2.324 -0.754 -2.827
S 2.686 1.448 -0.662
H 0.646 1.378 1.195
H -2.669 -1.448 2.063
H -1.262 -1.863 1.448
H -2.425 -1.109 0.368
H -0.682 0.179 2.675
H -1.989 0.970 1.567
H -1.532 0.887 -0.761
H 1.114 -0.553 -3.624
H 3.927 0.696 -0.729
```

---

A molecular structure, C6H9NO3. Source: the Open Molecules 2025 dataset; level of theory: the ωB97M-V functional and the def2-TZVPD basis.

Summary:
Highest occupied orbital energy, eV: -8.6
Gap between HOMO and LUMO, eV: 9.11

```
19
C6H9NO3 the ωB97M-V functional and the def2-TZVPD basis
C -0.906 1.403 -0.866
C -1.315 0.292 -0.119
C 0.504 1.343 -1.099
C 0.426 -0.528 0.253
C 0.555 -1.965 -0.137
C 0.732 -0.491 1.762
N -1.843 2.100 -1.727
O -2.332 -0.127 0.348
O 1.339 2.078 -1.825
O 1.233 0.426 -0.508
H 1.489 -2.520 0.067
H 0.539 -1.995 -1.285
H -0.245 -2.472 0.400
H 1.832 -0.320 1.881
H 0.288 -1.436 2.025
H 0.231 0.232 2.361
H -2.219 2.821 -1.204
H 0.856 2.754 -2.344
H -2.653 1.503 -1.699
```

---

C6H9NS in the gas phase. Source: the Open Molecules 2025 dataset; level of theory: the ωB97M-V functional and the def2-TZVPD basis.

Summary:
Highest occupied orbital energy, eV: -9.1
Gap between HOMO and LUMO, eV: 9.70

```
17
C6H9NS the ωB97M-V functional and the def2-TZVPD basis
C 0.931 1.661 0.438
C 0.460 0.294 0.281
C -0.064 -1.231 -0.724
C -0.029 -1.836 0.574
C 0.371 -0.805 1.334
C -0.896 0.013 -0.471
H 0.315 2.341 1.007
H 1.128 2.391 -0.406
H 1.872 1.525 1.008
H 1.211 0.294 -1.591
H -0.046 -1.953 -1.584
H -0.190 -2.852 0.847
H 0.338 -0.916 2.459
H -0.923 0.595 -1.472
H -3.090 0.662 -1.103
N 1.221 -0.342 -0.826
S -2.607 0.161 0.227
```

---

A molecular structure, C6H9NS. Source: the Open Molecules 2025 dataset; level of theory: the ωB97M-V functional and the def2-TZVPD basis.

Summary:
Highest occupied orbital energy, eV: -9.0
Gap between HOMO and LUMO, eV: 8.86

```
17
C6H9NS the ωB97M-V functional and the def2-TZVPD basis
C -0.573 0.103 -0.513
C 0.761 -0.627 -0.878
C 1.426 -0.590 0.526
C 0.790 0.576 1.246
C -0.138 1.328 0.289
C -0.945 -0.751 0.638
H -1.108 0.535 -2.972
H 0.713 -1.608 -1.530
H 1.143 0.012 -1.643
H 2.244 -1.145 0.875
H 1.114 0.805 2.212
H 0.378 2.031 -0.339
H -0.889 1.865 0.835
H -1.765 -0.440 1.207
H -1.358 -1.650 0.150
N 0.283 -0.865 1.363
S -2.077 0.420 -1.468
```

---

C6H9P in the gas phase. Source: the Open Molecules 2025 dataset; level of theory: the ωB97M-V functional and the def2-TZVPD basis.

Summary:
SMILES string: CC1(P)C=CC=C1
Highest occupied orbital energy, eV: -8.5
Gap between HOMO and LUMO, eV: 8.73

```
16
C6H9P the ωB97M-V functional and the def2-TZVPD basis
C -1.542 -0.949 -0.682
C -1.522 -0.785 0.731
C -0.525 -0.278 -1.266
C -0.533 0.023 1.051
C 0.199 0.295 -0.163
C 0.818 1.717 -0.308
P 1.960 -0.971 0.011
H -2.315 -1.629 -1.241
H -2.242 -1.202 1.507
H -0.119 -0.109 -2.214
H -0.363 0.335 1.999
H -0.088 2.466 -0.543
H 1.528 1.881 -1.247
H 1.425 1.871 0.620
H 1.241 -2.030 0.410
H 2.079 -0.635 1.336
```

---

C6H9P in the gas phase. Source: the Open Molecules 2025 dataset; level of theory: the ωB97M-V functional and the def2-TZVPD basis.

Summary:
SMILES string: C1=CP2CC[C@@H]1C2
Highest occupied orbital energy, eV: -8.8
Gap between HOMO and LUMO, eV: 9.85

```
16
C6H9P the ωB97M-V functional and the def2-TZVPD basis
C -0.282 1.481 0.256
C 0.939 1.447 0.728
C -0.958 -0.837 0.409
C 0.461 -1.441 0.808
C 0.515 -0.006 -1.415
C -0.731 0.336 -0.523
P 1.706 -0.252 -0.030
H -0.896 2.439 0.427
H 1.519 2.174 1.207
H -1.581 -1.404 -0.199
H -1.363 -0.425 1.357
H 0.468 -1.431 1.891
H 0.605 -2.525 0.410
H 0.478 -0.867 -2.227
H 0.837 0.880 -2.010
H -1.716 0.432 -1.090
```

---

C6H9P in the gas phase. Source: the Open Molecules 2025 dataset; level of theory: the ωB97M-V functional and the def2-TZVPD basis.

Summary:
SMILES string: C=C(C)C=P1=CC1
Highest occupied orbital energy, eV: -8.1
Gap between HOMO and LUMO, eV: 8.39

```
16
C6H9P the ωB97M-V functional and the def2-TZVPD basis
C -0.163 -1.233 0.102
C 0.860 -0.390 -0.076
C 0.660 0.964 -0.567
C -2.113 0.670 0.862
C -1.699 0.864 -0.550
C 2.247 -0.910 -0.064
P -1.965 -0.816 -0.211
H 0.043 -2.276 0.410
H 0.357 1.740 0.207
H 1.023 1.397 -1.487
H -1.657 0.830 1.873
H -3.189 0.799 0.996
H -2.111 1.619 -1.238
H 2.308 -1.899 0.596
H 2.930 -0.195 0.367
H 2.470 -1.165 -1.218
```

---

Here are the calculated energy relative to the best compared isomer or geometry (same formula, charge and spin) numbers, same order: 64.60, 154.21, 82.44, 106.21, 74.06, 61.29, 51.95, 93.97, 87.54, 46.68, 21.46, 93.74 (kcal per mole).